The following is a quantum chemistry calculation of C15H17N3O3 in the gas phase, from OMol25.

XYZ file:
```
38
Properties=species:S:1:pos:R:3
O -0.1440 -2.1648 1.1886
C -0.2570 -1.4491 0.2137
N 0.6824 -1.4076 -0.7662
H 0.5350 -0.8269 -1.5736
C 1.9058 -2.1696 -0.6733
H 2.2164 -2.4664 -1.6780
H 1.6820 -3.0629 -0.0842
C 3.0241 -1.3912 0.0260
H 2.6898 -1.1238 1.0296
H 3.9003 -2.0348 0.1201
C 3.4098 -0.1205 -0.7391
N 4.4940 0.5689 -0.0963
C 5.8138 0.4783 -0.3853
N 6.5470 1.1895 0.4237
C 5.6769 1.7690 1.2906
C 4.3999 1.3951 0.9889
H 3.4581 1.6421 1.4343
H 6.0241 2.4162 2.0705
H 6.1915 -0.1091 -1.1988
H 2.5504 0.5553 -0.7932
H 3.7210 -0.3773 -1.7566
C -1.4413 -0.5709 -0.0097
C -2.6533 -0.9819 0.5297
C -3.7974 -0.2146 0.3768
C -3.7182 1.0146 -0.2897
C -2.5037 1.4250 -0.8269
C -1.3772 0.6387 -0.6987
H -0.4436 1.0011 -1.1028
H -2.4687 2.3758 -1.3344
O -4.7990 1.8426 -0.4205
C -5.8716 1.5037 0.4321
C -6.1113 -0.0047 0.4012
H -6.9430 -0.2881 1.0475
O -4.9766 -0.6881 0.8850
H -6.3234 -0.3155 -0.6313
H -6.7412 2.0532 0.0694
H -5.6415 1.8122 1.4609
H -2.7104 -1.9131 1.0701
```

LUMO = 0.534 eV
Energy relative to the best compared isomer or geometry (same formula, charge and spin) = 268.49 kJ/mol
Highest occupied orbital energy = -8.71 eV
Structure (SMILES) = O=C(NCCCn1ccnc1)c1ccc2c(c1)OCCO2
Spin multiplicity = 1
Charge = 0
Molecular weight = 287.319 g mol⁻¹